Entry 1:
The following is a quantum chemistry calculation of 14 unconnected molecules or ions with the total composition C31H95N5O14, from the OMol25 dataset.

Last column: Löwdin charge in e.
Element x y z (Å)
C1 -2.239 -1.806 5.093  -0.09
C2 -1.973 -1.571 6.530  -0.37
O1 -0.608 -1.561 6.823  -0.05
H1 -1.764 -2.730 4.763  0.07
H2 -1.787 -1.006 4.507  0.07
H3 -3.311 -1.893 4.916  0.08
H4 -2.419 -2.370 7.123  0.11
H5 -2.530 -0.708 6.893  0.12
H6 -0.470 -0.643 7.069  0.08
C3 -2.405 3.859 2.264  -0.05
C4 -1.256 3.005 1.638  -0.29
O2 -1.859 1.873 1.169  -0.14
H7 -2.024 4.807 2.642  0.07
H8 -2.990 3.369 3.042  0.07
H9 -3.182 4.208 1.584  0.06
H10 -0.491 2.650 2.330  0.11
H11 -0.695 3.491 0.840  0.11
H12 -1.173 1.319 0.789  0.03
C5 4.003 0.608 2.003  -0.05
C6 5.238 1.213 2.742  -0.38
C7 5.719 2.388 1.884  -0.16
O3 6.038 1.956 0.521  -0.23
C8 6.865 2.936 -0.102  -0.10
N1 4.833 1.625 4.125  0.04
H13 3.543 -0.254 2.487  0.07
H14 4.317 0.164 1.058  0.05
H15 3.200 1.334 1.872  0.08
H16 6.039 0.475 2.775  0.13
H17 6.606 2.832 2.335  0.12
H18 4.883 3.086 1.844  0.12
H19 7.666 3.305 0.539  0.09
H20 6.396 3.857 -0.447  0.08
H21 7.206 2.519 -1.050  0.10
H22 5.662 1.789 4.678  0.07
H23 4.397 0.865 4.627  0.07
C9 3.274 -2.598 -0.235  0.00
C10 2.243 -3.512 -0.900  -0.33
C11 2.416 -3.477 -2.494  -0.09
O4 2.294 -2.130 -2.947  -0.08
C12 0.999 -1.955 -3.512  -0.04
N2 2.415 -4.893 -0.544  0.20
H24 4.207 -3.050 -0.572  0.11
H25 3.073 -2.626 0.836  0.09
H26 3.145 -1.582 -0.608  0.07
H27 1.232 -3.214 -0.624  0.13
H28 1.687 -4.118 -2.990  0.14
H29 3.403 -3.772 -2.849  0.16
H30 0.840 -0.904 -3.756  0.10
H31 0.188 -2.338 -2.893  0.10
H32 0.983 -2.451 -4.482  0.12
H33 1.542 -5.387 -0.659  0.14
H34 2.976 -5.319 -1.269  0.13
C13 -0.221 4.864 -7.959  -0.06
C14 -0.198 5.880 -6.779  -0.40
C15 0.419 5.377 -5.483  -0.20
O5 -0.340 4.357 -4.818  -0.18
C16 0.256 3.861 -3.655  -0.13
N3 0.553 7.058 -7.316  0.02
H35 0.768 4.453 -8.161  0.07
H36 -0.530 5.396 -8.859  0.07
H37 -0.964 4.075 -7.842  0.07
H38 -1.184 6.318 -6.624  0.14
H39 0.685 6.190 -4.807  0.12
H40 1.340 4.888 -5.799  0.12
H41 0.621 4.694 -3.055  0.07
H42 1.044 3.139 -3.869  0.08
H43 -0.470 3.249 -3.119  0.08
H44 1.524 6.840 -7.492  0.06
H45 0.744 7.780 -6.636  0.06
C17 -0.333 -2.682 1.826  -0.07
C18 -0.561 -1.185 1.652  -0.36
C19 0.198 -0.684 0.439  -0.19
O6 0.329 0.713 0.290  -0.20
C20 1.207 1.102 -0.804  -0.03
N4 -2.026 -0.963 1.499  0.09
H46 0.693 -3.045 1.868  0.07
H47 -0.860 -3.250 1.059  0.07
H48 -0.725 -2.931 2.812  0.07
H49 -0.293 -0.812 2.641  0.14
H50 -0.209 -1.098 -0.483  0.11
H51 1.212 -1.076 0.354  0.09
H52 1.038 0.557 -1.733  0.07
H53 2.235 0.863 -0.532  0.08
H54 1.082 2.145 -1.093  0.09
H55 -2.190 0.031 1.569  0.04
H56 -2.202 -1.158 0.524  0.05
C21 -6.843 2.414 -0.058  -0.07
C22 -5.493 2.413 0.626  -0.43
C23 -5.390 1.543 1.921  -0.18
O7 -6.127 0.364 1.612  -0.21
C24 -6.537 -0.372 2.769  -0.08
N5 -4.478 2.148 -0.405  0.06
H57 -6.857 2.909 -1.029  0.08
H58 -7.682 2.826 0.502  0.08
H59 -7.079 1.377 -0.295  0.07
H60 -5.370 3.448 0.943  0.12
H61 -5.849 2.147 2.703  0.12
H62 -4.334 1.372 2.132  0.10
H63 -7.224 -1.160 2.461  0.09
H64 -6.992 0.327 3.471  0.08
H65 -5.668 -0.799 3.271  0.07
H66 -3.682 2.056 0.210  0.02
H67 -4.736 1.242 -0.769  0.05
C25 -0.880 -6.145 1.961  -0.19
O8 -2.189 -6.225 1.493  -0.11
H68 -0.902 -5.849 3.010  0.09
H69 -0.357 -7.097 1.873  0.08
H70 -0.220 -5.435 1.462  0.04
H71 -2.624 -5.422 1.788  0.01
C26 -2.319 0.023 -2.367  -0.13
O9 -2.739 -0.977 -1.463  -0.14
H72 -1.236 0.137 -2.310  0.05
H73 -2.447 -0.335 -3.388  0.08
H74 -2.830 0.970 -2.196  0.08
H75 -3.672 -0.912 -1.245  0.09
C27 4.701 0.420 -2.531  -0.17
O10 5.341 0.168 -1.310  -0.12
H76 3.990 1.242 -2.448  0.08
H77 5.371 0.586 -3.375  0.08
H78 4.158 -0.433 -2.938  0.05
H79 5.354 0.982 -0.801  0.02
C28 2.941 4.598 0.113  -0.19
O11 2.200 5.013 -0.970  -0.11
H80 3.803 3.999 -0.178  0.07
H81 3.269 5.361 0.819  0.09
H82 2.251 4.007 0.716  0.07
H83 1.684 5.791 -0.747  0.09
C29 -2.727 -4.340 -1.754  -0.13
O12 -2.764 -5.510 -2.630  -0.12
H84 -2.466 -4.728 -0.769  0.06
H85 -2.015 -3.570 -2.052  0.04
H86 -3.699 -3.849 -1.793  0.08
H87 -3.103 -5.224 -3.482  0.07
C30 3.406 -6.280 2.665  -0.15
O13 3.087 -4.956 2.297  -0.13
H88 3.550 -6.269 3.745  0.09
H89 2.540 -6.897 2.425  0.07
H90 4.312 -6.722 2.249  0.08
H91 2.868 -4.945 1.363  0.00
C31 -4.383 -3.747 1.857  -0.13
O14 -3.081 -3.865 2.340  -0.16
H92 -4.444 -4.544 1.116  0.08
H93 -5.031 -4.096 2.661  0.09
H94 -4.684 -2.779 1.459  0.08
H95 -2.665 -3.005 2.247  0.02

Atoms 1-3, force components in eV/Å:
0.2 -0.1 -0.8
-1.5 -1.1 0.9
0.5 1.0 0.2

## Properties
Spin multiplicity: 2
Charge: +1
Total energy, Eh: -2564.593793
Highest occupied orbital energy (alpha / beta), Ha: -0.4022 / -0.4022
Strongest force on any atom, Eh/bohr: 0.0541
HOMO-LUMO gap (alpha / beta), eV: 8.4 / 2.2



Entry 2:
The following is a quantum chemistry calculation of 2 unconnected molecules or ions with the total composition C31H9BF18, from the OMol25 dataset.

Last column: Löwdin charge in e.
Element x y z (Å)
F1 -3.914 3.246 -1.495  0.07
C1 -2.553 3.278 -1.702  -0.20
C2 -1.886 4.481 -1.500  0.12
C3 -0.541 4.501 -1.875  -0.21
F2 0.103 5.721 -1.869  0.06
C4 0.145 3.373 -2.294  0.08
C5 -0.515 2.096 -2.341  -0.15
C6 0.238 0.893 -2.544  0.15
C7 -0.149 -0.258 -3.314  -0.17
C8 0.819 -0.987 -4.091  0.00
C9 0.536 -2.251 -4.587  -0.04
C10 -0.714 -2.854 -4.380  0.05
C11 -1.697 -2.081 -3.779  -0.21
F3 -2.951 -2.620 -3.609  0.06
C12 -1.470 -0.792 -3.325  0.09
C13 -1.926 2.121 -2.131  0.08
H1 -2.401 5.359 -1.131  0.15
H2 1.184 3.443 -2.620  0.14
H3 1.287 0.928 -2.210  0.15
H4 1.792 -0.521 -4.269  0.13
H5 1.294 -2.806 -5.146  0.12
H6 -0.934 -3.871 -4.685  0.14
H7 -2.307 -0.223 -2.954  0.11
H8 -2.529 1.238 -2.281  0.10
F4 5.531 1.352 3.711  0.11
C14 4.432 0.981 3.027  -0.12
C15 4.176 -0.368 2.807  -0.12
F5 5.010 -1.311 3.290  0.11
C16 3.006 -0.748 2.143  -0.13
F6 2.820 -2.094 2.015  0.09
C17 2.049 0.175 1.718  0.00
B1 0.638 -0.254 1.062  -0.38
C18 0.375 -1.847 1.005  -0.01
C19 0.519 -2.615 -0.147  -0.15
F7 1.090 -2.074 -1.259  0.07
C20 0.186 -3.971 -0.180  -0.13
F8 0.202 -4.656 -1.344  0.09
C21 -0.147 -4.626 1.003  -0.12
F9 -0.401 -5.949 1.000  0.11
C22 -0.204 -3.912 2.200  -0.12
F10 -0.475 -4.532 3.368  0.11
C23 0.026 -2.539 2.166  -0.14
F11 -0.015 -1.909 3.371  0.11
C24 -0.608 0.360 1.884  -0.01
C25 -1.877 0.426 1.309  -0.15
F12 -2.108 -0.154 0.094  0.07
C26 -2.970 0.979 1.976  -0.13
F13 -4.168 1.077 1.366  0.10
C27 -2.828 1.391 3.297  -0.12
F14 -3.883 1.885 3.974  0.11
C28 -1.600 1.254 3.940  -0.12
F15 -1.460 1.554 5.248  0.11
C29 -0.515 0.755 3.220  -0.15
F16 0.617 0.570 3.955  0.10
H9 0.613 0.205 -0.097  0.12
C30 2.352 1.523 1.948  -0.17
F17 1.435 2.482 1.653  0.09
C31 3.522 1.938 2.579  -0.13
F18 3.746 3.243 2.831  0.10

Atoms 1-3, force components in eV/Å:
1.7 0.0 -0.2
-1.0 -0.1 0.1
0.3 -0.5 -0.4

## Properties
Spin multiplicity: 1
Total energy, Eh: -3008.977581
Highest occupied orbital energy, Ha: -0.3191
Strongest force on any atom, Eh/bohr: 0.0370
HOMO-LUMO gap, eV: 4.5



Entry 3:
The following is a quantum chemistry calculation of 14 unconnected molecules or ions with the total composition C32H100N8O14, from the OMol25 dataset.

Last column: Löwdin charge in e.
Element x y z (Å)
O1 -2.081 -3.206 2.538  -0.07
H1 -1.824 -3.116 1.620  -0.01
H2 -1.790 -2.393 2.950  -0.05
O2 -1.422 -0.385 -5.495  -0.06
H3 -0.745 -0.145 -4.862  -0.04
H4 -2.200 0.094 -5.209  0.03
O3 0.679 0.107 -3.726  -0.04
H5 0.772 -0.612 -3.101  0.02
H6 1.230 0.805 -3.372  0.06
O4 -2.415 -4.538 -0.343  -0.04
H7 -2.694 -5.410 -0.063  0.05
H8 -1.991 -4.681 -1.189  -0.02
O5 -3.493 -1.461 -0.812  -0.06
H9 -2.931 -0.735 -1.085  -0.05
H10 -2.890 -2.190 -0.667  -0.02
O6 -3.360 4.705 -1.703  -0.05
H11 -4.252 4.699 -1.355  0.05
H12 -3.376 4.066 -2.416  0.04
C1 -4.545 8.419 0.489  -0.06
C2 -5.050 7.721 1.791  -0.46
C3 -4.089 6.749 2.333  -0.20
O7 -3.827 5.621 1.465  -0.18
C4 -2.487 5.123 1.619  -0.10
N1 -5.447 8.835 2.603  0.04
H13 -5.389 8.710 -0.136  0.07
H14 -4.034 7.672 -0.119  0.06
H15 -3.937 9.295 0.715  0.07
H16 -5.974 7.257 1.446  0.14
H17 -4.702 6.225 3.067  0.13
H18 -3.199 7.208 2.764  0.13
H19 -1.707 5.854 1.401  0.07
H20 -2.383 4.292 0.922  0.07
H21 -2.137 4.943 2.636  0.09
H22 -4.715 9.042 3.266  0.07
H23 -6.291 8.644 3.124  0.07
C5 1.778 5.236 -1.699  -0.07
C6 0.436 5.091 -1.018  -0.42
C7 -0.279 6.501 -1.071  -0.17
O8 0.327 7.471 -0.179  -0.17
C8 -0.361 8.633 -0.099  -0.16
N2 -0.334 4.124 -1.738  0.06
H24 1.811 5.804 -2.628  0.08
H25 2.198 4.271 -1.982  0.07
H26 2.541 5.780 -1.142  0.08
H27 0.570 4.857 0.038  0.10
H28 -1.361 6.415 -0.970  0.10
H29 -0.271 6.786 -2.123  0.12
H30 0.190 9.363 0.495  0.09
H31 -1.239 8.396 0.503  0.07
H32 -0.740 9.094 -1.011  0.09
H33 -1.310 4.349 -1.607  0.02
H34 -0.169 4.137 -2.735  0.08
C9 0.783 -1.553 3.673  -0.06
C10 -0.411 -0.854 4.348  -0.37
C11 -0.060 0.547 4.968  -0.15
O9 1.069 0.433 5.864  -0.21
C12 1.146 1.318 6.916  -0.13
N3 -1.374 -0.698 3.277  0.03
H35 0.529 -2.444 3.097  0.05
H36 1.581 -1.739 4.393  0.08
H37 1.300 -1.024 2.872  0.07
H38 -0.821 -1.574 5.056  0.14
H39 -0.904 0.835 5.594  0.11
H40 0.015 1.385 4.275  0.12
H41 1.096 2.351 6.570  0.09
H42 1.971 1.031 7.568  0.10
H43 0.237 1.056 7.457  0.08
H44 -2.175 -0.283 3.732  0.10
H45 -1.041 -0.014 2.612  0.03
C13 2.634 -6.656 -8.745  -0.09
C14 3.469 -6.480 -7.527  -0.45
C15 2.961 -5.286 -6.612  -0.21
O10 3.731 -5.123 -5.481  -0.17
C16 3.401 -3.931 -4.773  -0.11
N4 3.486 -7.731 -6.784  0.03
H46 1.669 -7.011 -8.385  0.09
H47 3.111 -7.342 -9.445  0.08
H48 2.683 -5.680 -9.228  0.08
H49 4.466 -6.367 -7.953  0.13
H50 1.989 -5.558 -6.202  0.12
H51 2.714 -4.378 -7.162  0.12
H52 3.651 -2.948 -5.172  0.09
H53 4.014 -3.825 -3.877  0.09
H54 2.342 -3.875 -4.524  0.08
H55 4.250 -8.258 -7.181  0.07
H56 3.921 -7.527 -5.896  0.06
C17 -0.733 1.501 0.585  -0.05
C18 -0.642 0.567 -0.596  -0.36
C19 -0.180 -0.885 -0.198  -0.14
O11 0.713 -1.335 -1.234  -0.22
C20 1.090 -2.739 -1.079  -0.05
N5 -1.845 0.680 -1.528  0.06
H57 -1.213 0.942 1.388  0.05
H58 -1.324 2.390 0.360  0.06
H59 0.252 1.875 0.865  0.08
H60 0.211 0.959 -1.150  0.11
H61 -1.021 -1.550 -0.004  0.10
H62 0.347 -0.789 0.751  0.10
H63 1.642 -2.876 -2.009  0.08
H64 0.280 -3.431 -0.845  0.07
H65 1.830 -2.784 -0.281  0.08
H66 -1.939 1.680 -1.636  0.06
H67 -1.534 0.165 -2.339  0.06
C21 2.135 4.436 2.110  -0.06
C22 2.630 4.297 3.559  -0.42
C23 3.822 3.313 3.818  -0.18
O12 4.953 3.970 3.348  -0.22
C24 6.193 3.645 3.881  -0.11
N6 2.881 5.667 3.993  0.05
H68 1.648 3.490 1.869  0.05
H69 2.956 4.466 1.394  0.08
H70 1.453 5.282 2.036  0.08
H71 1.752 3.954 4.107  0.12
H72 3.827 2.269 3.503  0.13
H73 3.903 3.292 4.904  0.11
H74 6.192 3.913 4.938  0.09
H75 6.929 4.237 3.336  0.09
H76 6.509 2.603 3.851  0.09
H77 3.207 5.559 4.943  0.07
H78 3.743 5.813 3.487  0.07
C25 1.847 -4.852 2.035  -0.06
C26 1.268 -6.058 2.805  -0.42
C27 0.448 -5.716 4.090  -0.22
O13 1.282 -5.210 5.052  -0.16
C28 0.577 -4.939 6.208  -0.13
N7 0.480 -6.721 1.833  0.03
H79 2.737 -5.110 1.460  0.08
H80 2.192 -4.169 2.812  0.07
H81 1.151 -4.295 1.407  0.06
H82 2.167 -6.610 3.078  0.13
H83 -0.080 -6.635 4.346  0.12
H84 -0.350 -5.031 3.802  0.12
H85 -0.109 -4.108 6.048  0.09
H86 1.312 -4.572 6.925  0.09
H87 0.126 -5.806 6.692  0.09
H88 0.202 -7.655 2.101  0.08
H89 0.901 -6.727 0.915  0.06
C29 -2.725 -3.186 -3.929  -0.05
C30 -2.759 -4.633 -4.522  -0.40
C31 -1.645 -5.634 -4.001  -0.15
O14 -1.407 -5.525 -2.573  -0.23
C32 -0.076 -5.901 -2.152  -0.08
N8 -4.045 -5.184 -4.159  0.03
H90 -1.759 -2.693 -3.827  0.06
H91 -3.242 -3.136 -2.970  0.06
H92 -3.295 -2.560 -4.616  0.07
H93 -2.604 -4.601 -5.600  0.13
H94 -0.757 -5.411 -4.593  0.11
H95 -1.919 -6.659 -4.251  0.12
H96 0.770 -5.224 -2.270  0.07
H97 0.304 -6.860 -2.505  0.09
H98 -0.220 -5.969 -1.073  0.07
H99 -3.735 -5.604 -3.294  0.07
H100 -4.226 -5.898 -4.850  0.07

Atoms 1-3, force components in eV/Å:
-0.2 -1.2 0.1
-0.1 -0.2 -0.3
0.0 0.8 -0.1

## Properties
Spin multiplicity: 1
Total energy, Eh: -2770.294236
Highest occupied orbital energy, Ha: -0.3323
ΔE to the lowest compared entry with this formula, charge and spin, eV: 4.838
Strongest force on any atom, Eh/bohr: 0.0876
HOMO-LUMO gap, eV: 9.3